(1)
Below is C18H36Cl12O12 as an isolated structure in a non-equilibrium geometry, with properties calculated with wB97M-V/def2-TZVPD.

Positions of all 78 atoms, in Å:
C1 2.097 -4.705 -3.070
O1 2.145 -3.664 -2.087
C2 1.702 -3.871 -0.865
O2 1.957 -3.111 0.033
O3 0.991 -4.982 -0.746
C3 0.599 -5.409 0.546
H1 2.881 -5.413 -2.788
H2 2.342 -4.278 -4.037
H3 1.138 -5.208 -3.147
H4 -0.412 -5.045 0.749
H5 1.210 -5.068 1.378
H6 0.535 -6.494 0.513
C4 -0.193 7.860 -2.103
O4 -0.683 6.599 -1.656
C5 0.183 5.648 -1.430
O5 1.369 5.689 -1.637
O6 -0.456 4.594 -0.919
C6 0.266 3.404 -0.721
H7 -1.034 8.498 -2.360
H8 0.394 7.701 -3.009
H9 0.384 8.332 -1.310
H10 1.128 3.263 -1.378
H11 -0.388 2.556 -0.919
H12 0.637 3.337 0.302
C7 -3.878 3.374 5.132
O7 -2.998 2.690 4.291
C8 -3.380 2.368 3.062
O8 -4.473 2.541 2.596
O9 -2.334 1.783 2.468
C9 -2.480 1.388 1.133
H13 -3.304 3.818 5.943
H14 -4.667 2.763 5.575
H15 -4.426 4.208 4.683
H16 -1.991 0.440 0.904
H17 -2.070 2.062 0.380
H18 -3.523 1.210 0.857
C10 -4.978 -0.440 -0.921
O10 -4.013 0.501 -1.341
C11 -2.864 0.057 -1.806
O11 -2.469 -1.082 -1.815
O12 -2.163 1.096 -2.241
C12 -0.940 0.798 -2.896
H19 -5.696 -0.711 -1.691
H20 -5.466 -0.055 -0.026
H21 -4.503 -1.357 -0.556
H22 -1.188 0.335 -3.851
H23 -0.278 0.162 -2.310
H24 -0.344 1.697 -3.046
C13 5.660 -0.149 1.239
Cl1 5.847 0.740 -0.287
Cl2 4.534 -1.478 0.972
H25 6.585 -0.605 1.569
H26 5.293 0.586 1.945
C14 -1.110 -1.483 3.286
Cl3 -2.021 -1.581 4.799
Cl4 -0.328 -3.010 2.843
H27 -1.796 -1.194 2.497
H28 -0.349 -0.718 3.381
C15 1.341 -0.398 0.547
Cl5 -0.035 -0.550 -0.537
Cl6 1.037 0.920 1.716
H29 1.458 -1.303 1.132
H30 2.248 -0.132 0.022
C16 -1.309 -2.252 -2.705
Cl7 -1.806 -3.929 -2.329
Cl8 -0.225 -2.203 -4.094
H31 -2.181 -1.631 -2.868
H32 -0.751 -1.857 -1.862
C17 3.747 -0.701 -2.776
Cl9 2.412 0.335 -3.197
Cl10 4.192 -1.818 -4.076
H33 4.659 -0.165 -2.535
H34 3.479 -1.319 -1.923
C18 2.893 -2.902 3.865
Cl11 2.626 -1.134 4.039
Cl12 4.576 -3.382 4.047
H35 2.294 -3.425 4.596
H36 2.668 -3.140 2.831

Force components x, y, z for each atom (eV/Å):
0.4 -0.6 0.0
-0.2 0.4 -0.4
0.0 -0.3 0.1
0.1 0.2 0.4
0.4 -0.3 -0.2
-1.2 -0.1 0.5
-0.2 -0.2 -0.2
0.0 0.3 0.2
-0.1 0.2 0.3
0.1 0.1 -0.1
0.5 0.1 -0.4
0.3 0.0 0.0
0.4 -0.1 -0.3
-1.4 0.6 0.1
1.1 -0.8 0.2
0.1 0.2 -0.1
-0.8 0.3 -0.3
0.8 -0.9 0.1
-0.2 -0.3 0.2
0.2 0.2 0.2
0.2 0.0 -0.2
-0.1 0.5 -0.1
-0.3 0.2 0.2
-0.1 0.1 0.0
-1.3 1.1 0.9
0.8 -0.2 -0.1
-0.4 -0.1 0.0
0.1 0.1 -0.1
0.5 0.1 0.3
-1.0 -0.9 -1.6
0.3 -0.3 -0.1
0.3 -0.5 -0.2
0.3 -0.2 -0.6
0.3 0.0 0.8
0.0 0.6 0.5
0.0 0.4 0.4
0.0 -1.2 1.3
-0.5 0.5 -0.6
-0.3 1.8 0.6
-5.8 5.9 7.4
-0.3 0.4 0.6
0.7 -0.3 -1.2
0.1 0.3 -0.2
-0.2 0.4 -0.4
0.2 0.0 -0.4
0.3 0.1 -0.1
-0.7 0.3 -1.0
-0.6 0.3 -0.1
-0.1 0.0 -0.3
0.4 0.1 0.1
-0.2 -0.1 0.1
0.2 0.3 -0.2
-0.2 -0.3 0.2
-0.1 0.4 0.0
0.1 -0.1 -0.1
-0.1 0.1 0.0
0.0 -0.2 0.0
0.1 -0.1 0.1
0.1 0.4 1.0
1.1 -0.3 2.2
0.0 0.1 0.0
0.0 0.0 -0.3
-0.1 -0.1 -0.3
3.6 -4.2 -3.3
0.0 -0.1 0.1
1.0 -0.5 -0.9
1.5 -2.8 -3.9
0.0 -1.2 -0.9
0.7 -0.9 0.4
-0.1 0.4 0.0
-0.1 -0.1 -0.2
-0.3 0.4 -0.1
-0.2 0.1 -0.1
0.2 0.4 -0.5
0.1 -0.5 0.2
0.3 0.0 0.4
-0.1 0.0 0.0
-0.4 -0.1 0.1

## Properties
Highest occupied orbital energy in eV: -8.918
Gap between HOMO and LUMO in eV: 9.36
Net charge: 0
F_max in Eh/bohr: 0.2158
ΔE to the lowest compared entry with this formula, charge and spin in eV: 1.5315
E_tot in eV: -194084.530

=====

(2)
Below is C33H45Cl2MnO2P3 as an isolated structure in a non-equilibrium geometry, with properties calculated with wB97M-V/def2-TZVPD.

Positions of all 86 atoms, in Å:
P1 -1.357 -2.517 0.327
C1 -1.839 -3.076 1.925
C2 -3.210 -3.389 1.947
H1 -3.843 -3.034 1.124
C3 -3.651 -4.165 3.005
H2 -4.701 -4.399 3.014
C4 -2.776 -4.586 3.993
H3 -3.170 -5.182 4.806
C5 -1.429 -4.252 3.956
H4 -0.755 -4.583 4.726
C6 -0.918 -3.476 2.925
H5 0.136 -3.204 2.858
C7 -2.465 -1.401 -0.492
C8 -3.230 -0.426 0.211
H6 -3.097 -0.288 1.283
C9 -4.178 0.250 -0.525
H7 -4.759 1.002 -0.016
C10 -4.385 -0.029 -1.861
H8 -5.136 0.508 -2.425
C11 -3.644 -1.006 -2.508
H9 -3.798 -1.257 -3.541
C12 -2.656 -1.699 -1.860
H10 -2.052 -2.504 -2.305
C13 -0.191 -3.439 -0.597
C14 -0.827 -4.649 -0.889
H11 -1.831 -4.817 -0.451
C15 -0.161 -5.520 -1.705
H12 -0.670 -6.443 -1.917
C16 1.092 -5.218 -2.205
H13 1.571 -5.938 -2.846
C17 1.725 -4.031 -1.877
H14 2.699 -3.803 -2.258
C18 1.127 -3.096 -1.035
H15 1.642 -2.203 -0.703
Mn1 1.163 1.417 1.682
C19 0.922 2.667 -0.278
C20 0.376 2.157 -1.427
H16 1.456 3.708 -0.265
C21 -0.081 0.699 -1.226
O1 0.585 -0.140 -2.294
H17 0.471 -1.098 -2.079
C22 0.305 0.320 0.074
H18 -1.217 0.633 -1.296
C23 0.499 -0.198 1.219
Cl1 2.918 3.091 1.836
Cl2 1.473 0.636 3.769
P2 -0.422 2.870 2.569
C24 0.238 3.786 4.007
H19 0.874 4.601 3.636
H20 0.844 3.089 4.604
H21 -0.618 4.165 4.579
C25 -1.219 4.145 1.543
H22 -1.714 3.659 0.690
H23 -0.441 4.828 1.171
H24 -1.947 4.683 2.167
C26 -1.790 1.850 3.212
H25 -1.356 0.968 3.710
H26 -2.428 1.535 2.371
H27 -2.352 2.469 3.927
P3 0.092 2.954 -2.991
C27 0.625 4.626 -2.894
C28 -1.671 2.790 -3.227
H28 1.679 4.694 -2.627
H29 0.046 5.198 -2.170
H30 0.496 5.094 -3.869
H31 -1.975 1.735 -3.208
H32 -1.943 3.223 -4.196
H33 -2.212 3.326 -2.436
C29 0.973 2.024 -4.220
H34 2.049 2.066 -4.016
H35 0.779 2.442 -5.212
H36 0.654 0.979 -4.175
H37 0.785 -1.030 1.970
C30 5.524 0.351 -0.811
C31 5.811 0.530 0.688
C32 4.488 0.168 1.358
O2 3.445 0.102 0.355
C33 4.019 0.537 -0.904
H38 6.073 1.059 -1.444
H39 5.780 -0.670 -1.110
H40 6.038 1.581 0.901
H41 6.631 -0.094 1.048
H42 4.517 -0.814 1.861
H43 4.193 0.918 2.104
H44 3.767 1.600 -1.066
H45 3.536 -0.057 -1.696

Force components x, y, z for each atom (eV/Å):
0.7 2.1 1.2
0.3 -0.2 -0.6
0.6 -0.1 0.5
0.0 -0.4 0.5
-0.5 0.5 -0.4
-0.2 -0.3 0.3
-0.3 -0.1 0.0
0.1 -0.1 0.0
0.4 0.4 -0.2
0.0 -0.1 0.3
-0.9 0.0 -0.6
-0.3 -0.2 0.1
-0.1 -0.8 0.2
0.8 -1.3 -0.7
0.0 0.0 -0.3
-0.1 0.5 0.6
-0.2 0.1 -0.1
-0.1 0.0 -0.5
-0.1 0.0 0.1
0.2 -0.1 -0.8
-0.4 0.2 -0.3
0.4 0.1 1.4
-0.5 0.5 -0.1
0.4 0.3 0.1
0.1 0.7 0.2
0.7 -0.3 -0.6
-0.4 -0.9 -0.1
0.2 -0.4 -0.3
-0.2 -0.2 -0.1
0.2 0.0 -0.1
0.0 0.7 0.5
0.4 -0.1 -0.2
-1.5 -1.1 0.1
-0.1 0.1 0.0
2.1 5.4 -2.1
0.7 0.7 -0.5
0.6 -0.6 2.2
-1.3 -1.8 0.1
-0.9 0.6 -3.6
-1.2 0.1 1.7
0.0 1.0 -0.1
1.0 -0.8 4.7
1.3 -0.2 -0.2
-0.2 -4.4 -0.7
-0.9 -0.6 0.2
-0.1 -0.1 -0.3
0.2 0.1 0.7
0.1 -0.3 -0.4
-0.2 -0.2 0.2
-0.2 0.3 -0.1
0.2 0.0 -0.1
0.2 -0.3 -0.2
0.1 0.2 0.2
-0.3 -0.1 0.2
0.2 -0.1 -0.2
0.1 0.0 -0.1
-0.3 0.4 -0.1
0.1 0.1 0.4
0.0 -0.3 -0.2
0.2 -1.2 1.1
0.0 0.8 -0.2
-0.5 0.3 -0.4
0.0 -0.2 0.0
-0.1 -0.1 0.1
0.0 0.1 -0.1
0.2 0.2 0.0
-0.1 -0.1 0.1
0.2 -0.1 -0.2
0.1 0.1 -0.7
-0.2 0.0 0.0
0.1 -0.1 0.0
0.0 0.3 0.0
-1.0 1.3 -1.6
0.1 -0.4 0.1
-0.2 0.4 -0.1
-0.3 -0.4 1.0
0.5 0.2 -0.4
-0.7 0.3 0.0
-0.2 -0.2 0.2
0.1 0.1 -0.1
0.1 -0.2 0.0
-0.1 0.1 -0.1
0.0 0.3 -0.2
0.2 -0.3 -0.2
0.0 -0.2 0.1
0.2 0.2 0.2

## Properties
Highest occupied orbital energy (alpha / beta) in eV: -12.993 / -13.195
Gap between HOMO and LUMO (alpha / beta) in eV: 6.71 / 6.16
Spin multiplicity: 4
Net charge: +2
Expectation value of S²: 4.09
F_max in Eh/bohr: 0.1190
E_tot in eV: -123259.334

=====

(3)
Below is C22H19FGaN15O5 as an isolated structure, with properties calculated with wB97M-V/def2-TZVPD.

Positions of all 63 atoms, in Å:
Ga1 0.430 0.896 1.152
N1 3.051 0.556 3.270
C1 1.806 0.739 3.810
N2 1.557 0.728 5.103
N3 0.226 0.934 5.187
N4 -0.300 1.068 4.035
N5 0.687 0.938 3.100
C2 3.326 0.637 1.930
N6 4.542 0.603 1.424
N7 4.351 0.709 0.095
N8 3.112 0.798 -0.190
N9 2.402 0.752 0.972
H1 3.831 0.496 3.903
N10 0.794 2.580 -2.694
C3 0.815 1.316 -3.234
C4 0.634 0.456 -2.195
N11 0.495 1.170 -1.038
C5 0.590 2.439 -1.375
C6 0.462 3.421 -0.318
N12 0.375 2.971 0.913
C7 0.247 4.058 1.734
C8 0.261 5.183 0.969
N13 0.396 4.762 -0.338
H2 0.846 3.440 -3.215
H3 0.966 1.151 -4.284
H4 0.635 -0.618 -2.207
H5 0.145 3.949 2.798
H6 0.180 6.223 1.222
H7 0.394 5.354 -1.152
F1 -2.036 3.486 -3.103
C9 -2.241 2.154 -3.059
C10 -2.424 1.530 -1.893
N14 -2.523 0.166 -1.811
C11 -2.421 -0.548 -0.531
C12 -2.567 0.450 0.630
O1 -3.663 0.848 0.946
O2 -1.458 0.850 1.165
C13 -2.478 -0.623 -2.940
O3 -2.515 -1.832 -2.901
N15 -2.351 0.070 -4.134
C14 -2.152 1.429 -4.317
O4 -1.889 1.907 -5.398
H8 -2.481 2.087 -0.966
H9 -1.446 -1.032 -0.491
H10 -3.199 -1.309 -0.502
H11 -2.307 -0.507 -4.964
C15 -0.153 -2.250 2.960
C16 0.152 -2.256 1.498
O5 0.335 -1.211 0.866
C17 0.223 -3.543 0.774
C18 0.431 -3.542 -0.605
C19 0.486 -4.734 -1.301
C20 0.343 -5.937 -0.622
C21 0.144 -5.949 0.751
C22 0.080 -4.755 1.449
H12 -0.323 -1.242 3.317
H13 0.676 -2.703 3.509
H14 -1.038 -2.856 3.155
H15 0.550 -2.599 -1.117
H16 0.638 -4.729 -2.371
H17 0.388 -6.870 -1.167
H18 0.037 -6.888 1.276
H19 -0.077 -4.772 2.517

Force components x, y, z for each atom (eV/Å):
0.0 -0.1 -0.1
0.1 0.0 0.0
-0.1 0.0 0.0
0.1 0.0 -0.1
0.0 0.1 0.2
-0.2 -0.1 -0.2
0.1 0.1 0.1
0.0 0.0 0.0
0.0 0.0 0.1
0.2 0.0 0.0
-0.2 0.0 -0.2
0.0 0.0 0.1
0.0 0.0 0.0
0.0 -0.1 0.0
0.0 0.0 0.0
0.2 0.0 0.1
-0.2 -0.1 -0.1
-0.1 0.0 0.1
0.1 -0.1 -0.1
0.0 0.1 0.0
0.0 0.0 0.0
0.0 0.1 0.0
0.0 0.0 0.0
0.0 0.0 0.0
0.0 0.0 -0.1
0.0 -0.1 0.0
0.0 0.0 0.1
0.0 0.0 0.0
0.0 0.0 0.0
-0.1 0.0 0.0
0.0 0.0 0.0
0.0 0.2 -0.1
-0.1 0.0 0.0
0.0 0.0 0.1
0.3 -0.2 -0.1
-0.2 0.0 0.0
0.0 0.2 0.2
0.1 0.0 -0.1
0.0 -0.1 0.0
-0.2 -0.1 0.0
0.2 0.2 0.1
-0.1 0.0 0.0
0.0 0.0 0.0
-0.1 0.0 -0.1
0.0 0.1 0.1
0.0 0.0 0.1
0.0 0.0 0.0
0.0 0.1 0.0
0.2 -0.2 0.0
0.0 0.0 0.0
0.0 0.0 0.0
0.0 0.0 0.0
0.0 0.0 0.0
0.0 0.0 0.0
0.0 0.0 -0.1
0.0 0.0 0.0
0.0 0.0 0.0
0.0 0.0 0.0
0.0 0.0 0.0
0.0 0.0 0.0
0.0 0.0 0.0
0.0 0.0 0.0
0.0 0.0 0.0

## Properties
Highest occupied orbital energy in eV: -8.356
Gap between HOMO and LUMO in eV: 7.54
Net charge: 0
F_max in Eh/bohr: 0.0068
ΔE to the lowest compared entry with this formula, charge and spin in eV: 0.0000
E_tot in eV: -110808.085

=====

(4)
Below is a 5-piece molecular cluster, H10O5 overall in a non-equilibrium geometry, with properties calculated with wB97M-V/def2-TZVPD.

Positions of all 15 atoms, in Å:
O1 -0.181 -2.008 0.293
H1 0.686 -1.623 0.179
H2 -0.728 -1.617 -0.428
O2 2.356 -0.868 -1.484
H3 1.405 -1.063 -1.572
H4 2.836 -1.515 -2.142
O3 2.191 0.587 2.309
H5 1.501 0.085 1.890
H6 3.036 0.051 2.365
O4 0.609 2.686 -0.903
H7 1.289 1.967 -0.739
H8 0.788 3.456 -0.320
O5 -5.080 0.285 0.168
H9 -5.948 0.207 0.033
H10 -4.761 -0.628 0.350

Force components x, y, z for each atom (eV/Å):
-1.0 0.3 -0.9
0.5 0.1 0.0
0.5 -0.4 0.9
0.9 -1.8 -1.7
0.7 0.0 -0.4
-1.6 1.9 2.0
1.9 -0.1 0.5
-0.1 -0.6 -0.2
-1.9 0.7 -0.3
0.9 -0.7 0.4
-1.0 1.7 0.0
0.2 -1.1 -0.4
5.7 -0.6 1.0
-5.4 -0.4 -0.8
-0.3 1.1 -0.2

## Properties
Highest occupied orbital energy in eV: -11.254
Gap between HOMO and LUMO in eV: 11.39
Net charge: 0
SMILES string: O.O.O.O.O
F_max in Eh/bohr: 0.1132
ΔE to the lowest compared entry with this formula, charge and spin in eV: 1.9221
E_tot in eV: -10398.927

=====

(5)
Below is a 2-piece molecular cluster, CF4N2O overall in a non-equilibrium geometry, with properties calculated with wB97M-V/def2-TZVPD.

Positions of all 8 atoms, in Å:
C1 0.243 1.078 1.196
N1 0.230 -1.932 -0.371
N2 -0.316 -1.250 -1.067
O1 -0.870 1.075 1.505
F1 0.910 1.919 0.420
F2 1.150 0.196 1.541
F3 -0.984 0.102 -0.842
F4 -0.363 -1.189 -2.382

Force components x, y, z for each atom (eV/Å):
1.7 0.0 -0.5
-0.3 -0.3 0.8
0.4 1.1 0.9
-1.0 0.5 0.5
-0.8 0.4 0.0
0.1 -0.7 0.5
0.1 -0.8 0.1
-0.3 -0.3 -2.3

## Properties
Highest occupied orbital energy in eV: -12.484
Gap between HOMO and LUMO in eV: 11.96
Net charge: 0
F_max in Eh/bohr: 0.0456
ΔE to the lowest compared entry with this formula, charge and spin in eV: 3.8692
E_tot in eV: -16929.348

=====

(6)
Below is a 2-piece molecular cluster, C2H6N2O2 overall in a non-equilibrium geometry, with properties calculated with wB97M-V/def2-TZVPD.

Positions of all 12 atoms, in Å:
N1 2.224 -1.864 -0.144
C1 1.167 -1.115 0.260
O1 1.195 -0.114 0.943
H1 2.080 -2.479 -0.968
H2 3.211 -1.664 -0.119
H3 0.229 -1.628 0.025
N2 -1.414 1.357 0.644
C2 -2.056 1.381 -0.553
O2 -2.206 0.424 -1.278
H4 -1.602 2.162 1.245
H5 -0.433 1.117 0.715
H6 -2.396 2.423 -0.768

Force components x, y, z for each atom (eV/Å):
0.4 -1.4 -2.0
0.1 -0.3 0.7
0.4 0.1 -0.2
-0.4 0.5 1.2
-0.1 0.9 0.7
-0.3 0.2 -0.4
0.4 0.9 1.5
-0.1 0.2 -0.5
0.3 0.6 0.0
0.1 -0.2 -0.6
-0.1 -1.0 -0.1
-0.6 -0.6 -0.4

## Properties
Highest occupied orbital energy in eV: -9.809
Gap between HOMO and LUMO in eV: 10.66
Net charge: 0
SMILES string: NC=O.NC=O
F_max in Eh/bohr: 0.0481
ΔE to the lowest compared entry with this formula, charge and spin in eV: 0.7937
E_tot in eV: -9246.524